No. 1
C14H17FeN3Se as an isolated structure in a non-equilibrium geometry, computed with ωB97M-V/def2-TZVPD.

Geometry (Å):
Se (-2.356, 1.590, 3.998)
Fe (-0.310, 0.035, 0.014)
N (-1.015, 0.741, 1.540)
N (-0.931, -0.757, -1.685)
N (-0.194, 1.637, -1.156)
C (-1.548, 1.108, 2.544)
C (0.200, 2.878, -0.758)
C (4.044, -1.500, 3.374)
C (-1.714, -2.542, -3.075)
C (3.955, -2.938, 2.882)
C (0.106, -1.720, 0.796)
C (-0.836, 2.557, -3.301)
C (-0.454, 3.829, -2.892)
C (-0.707, 1.479, -2.426)
C (-1.114, 0.126, -2.728)
C (-1.641, -0.294, -3.951)
C (-1.955, -1.641, -4.120)
C (0.078, 3.981, -1.602)
C (-1.196, -2.074, -1.872)
H (-1.798, 0.453, -4.732)
H (0.401, 4.957, -1.246)
H (-1.278, 2.365, -4.279)
H (4.283, -1.471, 4.438)
H (-0.594, 4.679, -3.562)
H (3.310, -3.540, 3.524)
H (4.939, -3.409, 2.889)
H (3.570, -3.000, 1.865)
H (-1.912, -3.610, -3.178)
H (-0.801, -2.295, 1.031)
H (-2.387, -1.973, -5.061)
H (4.833, -0.955, 2.854)
H (3.109, -0.960, 3.229)
H (0.602, -1.423, 1.725)
H (0.785, -2.333, 0.190)
H (-0.930, -2.738, -1.039)
H (0.626, 2.950, 0.254)

For the HOMO-LUMO gap (alpha / beta), the calculation gives 0.191 / 0.223 Ha. Its energy relative to the best compared isomer or geometry (same formula, charge and spin) is 0.470 eV. For the largest force on an atom, the calculation gives 4.45 eV/A. As for the expectation value of S²: 6.046. As for the spin multiplicity: 5.



No. 2
C14H17IN2O2Re as an isolated structure in a non-equilibrium geometry, computed with ωB97M-V/def2-TZVPD.

Geometry (Å):
Re (0.546, -0.089, 0.839)
I (3.051, -0.294, 0.323)
O (-1.401, 0.032, 1.226)
O (-3.555, -0.105, 1.794)
N (0.326, 1.230, -0.910)
N (0.088, -1.379, -0.886)
C (-0.022, -1.607, -3.267)
C (0.001, -2.713, -0.731)
C (0.639, 3.368, -1.911)
C (-0.084, -3.550, -1.841)
C (0.900, 1.127, 2.542)
C (0.831, -1.235, 2.598)
C (-2.399, 0.123, 2.121)
C (0.554, 2.788, -3.180)
C (0.055, -0.802, -2.113)
C (0.343, 1.419, -3.294)
C (-0.094, -2.988, -3.122)
C (-2.073, 0.540, 3.538)
C (0.208, 0.646, -2.129)
C (0.525, 2.559, -0.781)
H (0.019, -3.061, 0.306)
H (0.663, 3.395, -4.076)
H (0.242, 1.980, 2.308)
H (-3.011, 0.569, 4.098)
H (1.938, 1.482, 2.451)
H (0.702, 0.849, 3.589)
H (0.805, 4.436, -1.772)
H (0.004, -1.104, -4.232)
H (-0.100, -1.330, 3.176)
H (0.303, 0.896, -4.252)
H (1.025, -2.224, 2.156)
H (0.604, 2.919, 0.244)
H (-0.146, -3.620, -4.005)
H (1.674, -1.003, 3.260)
H (-0.130, -4.627, -1.682)
H (-1.626, 1.539, 3.567)
H (-1.406, -0.164, 4.047)

For the HOMO-LUMO gap (alpha / beta), the calculation gives 0.213 / 0.153 Ha. Its total charge is +2. For the largest force on an atom, the calculation gives 5.93 eV/A. As for the expectation value of S²: 4.007. As for the spin multiplicity: 4.



No. 3
A 2-piece molecular cluster, C14H17N2O5S overall in a non-equilibrium geometry, computed with ωB97M-V/def2-TZVPD.

Geometry (Å):
S (-2.670, -0.211, 2.433)
O (-2.594, -1.284, 3.594)
O (-1.534, -0.390, 1.567)
O (-0.790, -4.056, -2.127)
O (-2.431, -2.583, -2.168)
O (-2.941, 1.079, 2.979)
N (3.288, 1.472, -3.308)
N (1.604, 0.304, -2.182)
C (-4.118, -0.828, 1.648)
C (3.374, 3.450, -1.341)
C (-0.163, -1.796, -2.122)
C (0.160, -1.189, -3.332)
C (-1.389, -1.357, 4.391)
C (4.133, 2.501, -3.385)
C (1.050, -0.136, -3.325)
C (2.486, 2.395, -1.234)
C (-1.141, -2.935, -2.141)
C (2.519, 1.453, -2.239)
C (-1.277, -0.221, 5.388)
C (0.432, -1.352, -0.954)
C (4.219, 3.503, -2.433)
C (1.309, -0.294, -1.013)
H (-0.520, -1.402, 3.734)
H (-1.455, -2.309, 4.913)
H (-4.922, -0.854, 2.378)
H (1.323, 0.366, -4.237)
H (-1.148, 0.738, 4.888)
H (-3.915, -1.820, 1.253)
H (0.193, -1.815, -0.012)
H (4.788, 2.536, -4.243)
H (4.936, 4.296, -2.555)
H (1.800, 2.306, -0.409)
H (-0.295, -1.538, -4.243)
H (1.769, 0.075, -0.115)
H (-2.179, -0.156, 5.996)
H (-0.420, -0.383, 6.041)
H (3.397, 4.209, -0.577)
H (-2.515, -1.637, -2.349)
H (-4.364, -0.138, 0.843)

For the HOMO-LUMO gap, the calculation gives 0.321 Ha. Its total charge is +1. For the largest force on an atom, the calculation gives 1.47 eV/A. As for the spin multiplicity: 1.



No. 4
C14H17N3O3 in the gas phase in a non-equilibrium geometry, computed with ωB97M-V/def2-TZVPD.

Geometry (Å):
O (-0.101, -0.424, -5.256)
O (-2.786, -1.227, -1.419)
O (2.098, -0.653, -4.956)
N (-0.731, 1.317, -0.854)
N (-0.548, 2.413, 3.344)
N (-0.844, -1.165, -2.694)
C (1.000, -0.804, 2.629)
C (0.602, -0.758, -2.894)
C (-1.606, 1.911, 2.456)
C (0.382, 1.418, 3.471)
C (2.100, 0.185, 4.536)
C (-1.160, 0.680, 1.904)
C (1.331, 1.341, 4.441)
C (2.036, -0.807, 3.544)
C (1.026, -0.711, -4.421)
C (0.103, 0.333, 2.563)
C (-0.992, -0.064, -0.338)
C (-1.833, -0.083, 0.831)
C (1.690, -1.675, -2.179)
C (-1.604, -0.850, -1.564)
H (0.851, -1.610, 1.891)
H (2.624, -1.714, 3.797)
H (-2.247, -1.000, 1.265)
H (0.527, 0.319, -2.507)
H (2.844, 0.175, 5.379)
H (1.722, -1.455, -1.043)
H (-0.012, -0.623, -0.041)
H (-2.823, 0.396, 0.605)
H (1.329, -2.729, -2.472)
H (2.714, -1.621, -2.685)
H (-2.592, 2.457, 2.317)
H (-0.344, 1.876, -0.099)
H (1.579, 2.249, 5.110)
H (-1.480, -1.646, -3.326)
H (0.241, -0.465, -6.210)
H (-1.639, 1.844, -1.100)
H (-0.567, 3.326, 3.716)

For the HOMO-LUMO gap, the calculation gives 0.322 Ha. Its energy relative to the best compared isomer or geometry (same formula, charge and spin) is 3.406 eV. The SMILES is C[C@H](NC(=O)[C@@H](N)Cc1c[nH]c2ccccc12)C(=O)O. For the largest force on an atom, the calculation gives 4.32 eV/A. As for the spin multiplicity: 1.



No. 5
C14H17N4O4Pd as an isolated structure, computed with ωB97M-V/def2-TZVPD.

Geometry (Å):
Pd (0.396, 0.162, 0.555)
O (0.270, -2.445, -0.393)
O (2.767, 3.348, -1.102)
O (1.680, -3.532, -1.767)
O (0.632, 2.737, -1.314)
N (-0.376, 0.297, 2.535)
N (-0.922, -1.903, 2.221)
N (-0.987, -1.039, 4.402)
N (1.613, 0.004, -1.139)
C (-0.181, -3.329, 4.050)
C (3.594, 0.941, -2.124)
C (-0.794, -3.280, 2.665)
C (3.240, -1.403, -2.177)
C (-0.959, -2.388, 4.950)
C (1.242, -2.530, -1.164)
C (-0.755, 0.049, 5.331)
C (-0.210, 1.459, 3.387)
C (2.362, 1.057, -1.499)
C (1.786, 2.415, -1.298)
C (-1.051, 1.369, 4.650)
C (-0.733, -0.837, 3.056)
C (2.038, -1.227, -1.497)
C (4.044, -0.319, -2.470)
H (0.848, 1.571, 3.653)
H (2.283, 4.180, -1.004)
H (-0.214, -4.342, 4.455)
H (-0.837, 2.200, 5.326)
H (4.161, 1.830, -2.356)
H (-0.509, -1.690, 1.294)
H (-0.499, -2.337, 5.941)
H (-1.776, -3.768, 2.693)
H (-0.476, 2.343, 2.809)
H (3.500, -2.416, -2.440)
H (0.283, 0.039, 5.695)
H (-1.979, -2.770, 5.085)
H (-0.186, -3.805, 1.928)
H (4.994, -0.445, -2.975)
H (-2.112, 1.406, 4.388)
H (0.864, -3.010, 4.001)
H (-1.406, -0.101, 6.197)

For the HOMO-LUMO gap, the calculation gives 0.194 Ha. Its total charge is -1. For the largest force on an atom, the calculation gives 0.76 eV/A. As for the spin multiplicity: 1.



No. 6
C14H17N4O5S2Sc as an isolated structure, computed with ωB97M-V/def2-TZVPD.

Geometry (Å):
Sc (0.010, 0.002, 0.282)
S (3.641, 0.716, -3.059)
S (2.274, -0.844, -0.850)
O (-0.379, 0.205, -2.074)
O (-0.015, -3.413, 2.551)
O (0.247, -1.343, 1.737)
O (-1.970, 0.432, 0.183)
O (-3.748, -0.345, 1.307)
N (1.348, 1.810, -0.230)
N (2.190, 1.838, -1.308)
N (-1.042, -1.989, -0.468)
N (-0.118, 1.632, 1.962)
C (4.122, -0.995, -3.312)
C (0.400, 2.833, 1.664)
C (-0.285, -3.062, 0.191)
C (0.004, -2.627, 1.636)
C (-1.368, -0.721, -2.540)
C (1.242, 2.876, 0.462)
C (-2.409, -1.903, 0.093)
C (2.602, 0.643, -1.646)
C (-0.608, 3.801, 3.591)
C (-2.780, -0.500, 0.599)
C (-1.140, 2.562, 3.894)
C (-1.021, -2.062, -1.933)
C (-0.872, 1.497, 3.045)
C (0.180, 3.946, 2.456)
H (1.796, 3.774, 0.203)
H (-0.801, 4.652, 4.230)
H (4.722, -0.987, -4.222)
H (-1.715, -2.826, -2.304)
H (0.668, -3.190, -0.325)
H (-1.268, 0.506, 3.231)
H (0.614, 4.900, 2.189)
H (-1.758, 2.412, 4.767)
H (-0.548, 1.086, -2.422)
H (4.723, -1.372, -2.488)
H (-1.327, -0.789, -3.629)
H (3.257, -1.636, -3.457)
H (-2.518, -2.598, 0.925)
H (-2.364, -0.388, -2.239)
H (-0.010, -2.332, -2.240)
H (-3.158, -2.187, -0.653)
H (-0.817, -4.016, 0.203)

For the HOMO-LUMO gap, the calculation gives 0.271 Ha. Its energy relative to the best compared isomer or geometry (same formula, charge and spin) is 0.000 eV. For the largest force on an atom, the calculation gives 0.51 eV/A. As for the spin multiplicity: 1.



largest force on an atom of number 4 (C14H17N3O3)? 4.32 eV/A



Look up the largest force on an atom of the sixth one. 0.51 eV/A